[1]
This record from the Open Molecules 2025 dataset describes the ion BrHNO3S with charge -1. The level of theory is ωB97M-V with the def2-TZVPD basis set.

The LUMO energy (spin up / spin down) is 0.1088 / 0.1089 hartree. Its energy relative to the best compared isomer or geometry (same formula, charge and spin) is 52.6 kcal per mole.

```
! RIJCOSX wB97M-V def2-TZVPD def2/J DEFGRID3
* xyz -1 1
N 0.30 -0.49 0.63
Br -1.43 -0.83 0.03
O -3.86 0.95 1.31
S -3.79 0.27 0.03
O -3.82 1.12 -1.15
O -4.49 -1.00 -0.08
H 0.76 0.02 -0.14
*
```


[2]
This record from the Open Molecules 2025 dataset describes a structure of composition BrLi2. The level of theory is ωB97M-V with the def2-TZVPD basis set.

As for the expectation value of S²: 0.751. The LUMO energy (spin up / spin down) is -0.0356 / 0.0115 hartree.

```
! RIJCOSX wB97M-V def2-TZVPD def2/J DEFGRID3
* xyz 0 2
Br 0.04 0.02 0.11
Li 1.91 0.82 -0.87
Li -1.95 -0.85 0.76
*
```


[3]
This record from the Open Molecules 2025 dataset describes a structure of composition BrMn2. The level of theory is ωB97M-V with the def2-TZVPD basis set.

As for the expectation value of S²: 30.005. The LUMO energy (spin up / spin down) is -0.5919 / -0.5849 hartree. Its energy relative to the best compared isomer or geometry (same formula, charge and spin) is 0.2 kcal per mole.

```
! RIJCOSX wB97M-V def2-TZVPD def2/J DEFGRID3
* xyz 3 11
Br -8.33 20.87 -0.47
Mn -6.76 21.57 -2.27
Mn -8.71 19.90 1.82
*
```


[4]
This record from the Open Molecules 2025 dataset describes a structure of composition BrNO3Pb3. The level of theory is ωB97M-V with the def2-TZVPD basis set.

The LUMO energy is -0.6781 hartree. Its energy relative to the best compared isomer or geometry (same formula, charge and spin) is 113.5 kcal per mole.

```
! RIJCOSX wB97M-V def2-TZVPD def2/J DEFGRID3
* xyz 4 1
Pb -2.41 0.13 -1.53
N 0.55 -1.79 -0.44
O 0.63 -2.14 0.81
Pb 2.20 1.21 0.47
Br -0.77 1.40 0.41
Pb -0.76 3.90 1.85
O -0.56 -2.00 -1.06
O 1.11 -0.71 -0.51
*
```


[5]
This record from the Open Molecules 2025 dataset describes a cluster of 20 separate species, C105H115N15O45S5 in total. The level of theory is ωB97M-V with the def2-TZVPD basis set.

The LUMO energy is -0.0403 hartree. Its energy relative to the best compared isomer or geometry (same formula, charge and spin) is 0.0 kcal per mole.

```
! RIJCOSX wB97M-V def2-TZVPD def2/J DEFGRID3
* xyz 0 1
H -4.81 5.77 0.06
H -5.58 -4.32 3.02
O -10.36 -0.19 -1.27
H 0.39 0.61 6.76
H -0.73 -2.22 3.09
C 1.63 -2.82 1.66
O 0.34 4.12 -4.00
H -10.86 -0.31 0.79
O 0.76 -1.78 -4.33
C 6.76 4.35 -2.68
C 3.29 5.12 3.06
C 8.52 2.82 -6.33
N -5.48 -2.24 1.49
H -1.60 -6.85 6.46
C 1.54 1.03 4.92
H -8.55 -7.43 1.97
C 7.86 4.09 -1.84
C 6.71 0.13 -8.07
H -7.32 -6.14 2.11
H -2.38 0.30 -4.06
O -6.81 4.04 3.93
H 1.69 7.10 0.35
C 1.35 0.90 6.32
H 4.42 1.69 7.41
O -7.45 2.09 3.16
O -2.22 6.03 4.33
H 6.51 -3.18 2.06
C 7.60 3.47 -0.64
C 4.88 -1.26 -7.25
O 8.66 0.88 -3.74
C -1.30 6.43 -1.06
C 6.28 3.11 -0.34
H 0.52 -6.01 5.52
O -0.02 -0.19 0.44
H -3.51 -4.96 -3.19
C 4.83 -0.23 -3.47
H -6.97 -7.66 1.20
N -4.24 -1.28 -3.36
H -7.89 3.16 -1.41
C 3.90 -1.95 5.44
H 2.37 5.32 -1.03
O 4.22 4.34 -7.33
C -6.39 4.58 -0.80
O 5.47 5.83 2.46
H -2.34 6.77 -1.14
H 0.56 -2.96 1.63
O 0.83 1.56 1.76
C -3.27 2.21 -1.40
C -0.21 -5.67 3.64
C 6.84 -2.08 -3.95
H -1.89 0.00 -7.93
C -1.52 -1.66 -0.71
C 9.60 -1.89 2.65
H -0.73 -1.38 -6.37
H 3.42 -1.12 5.92
O 6.05 -0.14 -0.13
C -0.39 -0.69 -0.91
C -5.58 5.07 0.20
C -2.61 2.05 1.90
H -3.78 4.16 4.87
O 3.12 1.39 9.25
C -0.38 7.01 -0.20
N 7.23 -1.98 -6.92
H -1.48 2.51 -7.99
C 2.42 0.71 -0.14
H 3.99 0.44 -3.30
H 3.16 -1.67 2.72
O 1.31 0.26 8.89
H -6.12 0.10 5.31
C 5.71 1.05 -8.55
H 4.23 3.03 -0.85
H 0.52 -1.13 -1.35
H -5.83 -5.90 -3.89
H -13.03 -0.48 -0.62
C 7.16 2.72 -6.14
C -5.84 4.63 1.47
C -7.38 3.61 -0.59
C 9.38 -0.65 2.18
O -3.68 -3.05 7.37
C -7.57 3.10 0.67
C 1.31 4.63 4.90
O -1.55 5.86 2.24
H 0.68 -4.06 -3.63
H 5.24 -3.43 -4.11
N 1.42 -4.96 -1.33
H 9.14 1.94 -6.25
H -1.31 -0.59 2.80
H -2.10 -0.22 5.14
C 0.35 1.69 -5.19
S -2.61 -2.18 7.00
H -5.83 -0.08 2.95
C -10.99 0.34 -0.10
O 3.32 -4.17 4.18
C -12.48 0.48 -0.48
H 7.64 -2.74 -4.22
H -1.04 -2.93 8.54
O 4.90 -1.15 1.35
C 6.29 -1.02 -7.46
C 4.49 -1.51 -3.81
H -6.28 5.04 -1.80
H -4.94 1.63 -0.09
O 4.86 2.38 1.38
H -7.37 -6.53 -3.30
C -1.15 -3.08 7.47
C -2.63 -6.68 4.55
C 6.96 4.97 -7.14
O -2.66 -0.84 7.42
H -6.97 -4.48 -2.07
N -7.02 3.22 3.01
C 2.04 -1.86 2.72
H 0.53 4.38 5.59
H 1.90 -2.35 0.69
H 4.68 4.09 -3.15
N 6.00 2.70 1.04
H -1.36 -4.10 7.20
O -5.19 -1.96 -2.99
H 2.96 1.66 -0.26
C -0.34 -6.15 4.92
C 4.36 0.85 -8.28
O 2.11 3.75 -2.75
C -2.91 0.74 -3.23
C -5.81 -3.30 4.98
C -3.45 1.48 2.83
C 3.99 -0.29 -7.64
C -4.73 0.34 -1.68
H 1.57 -0.92 2.65
H -2.98 3.03 -0.80
H 8.41 3.37 0.09
H 8.10 0.68 0.99
H -3.05 -5.73 -0.89
H 10.15 4.02 -6.81
O 6.97 2.70 1.76
C 6.39 3.82 -6.57
C 7.21 -1.26 1.41
H -2.32 1.44 1.09
N -3.62 -6.32 2.33
H 8.81 -3.85 2.92
H -7.50 -2.22 -1.81
C 7.32 -2.50 2.06
C 3.83 1.70 5.27
C -0.30 2.45 -6.18
C 7.05 -0.72 -3.70
H -12.96 1.11 0.31
N 5.96 -0.85 0.84
H 4.42 5.92 4.66
H 10.23 0.00 2.24
O -8.78 -4.80 0.04
C 2.77 1.43 4.41
C 8.56 -2.82 2.60
H -0.76 -6.02 -0.11
H -5.31 4.97 2.35
H -1.55 5.08 -2.78
O 2.23 -4.19 -1.85
H -1.14 -2.30 0.10
H -0.65 0.14 -1.58
H 4.49 -2.57 6.19
H -8.24 2.29 0.92
C -1.26 -5.68 2.71
C 8.22 -0.30 1.51
H 2.97 1.64 3.41
N 8.44 -0.30 -3.61
C -0.18 -4.47 -3.14
O 0.20 2.13 -0.53
C -6.78 3.64 1.66
C 1.15 4.22 3.58
H 8.89 4.39 -2.08
H -12.55 1.16 -1.42
O -2.55 -2.25 5.37
H -9.06 -2.68 -1.01
C -2.18 3.37 2.02
H 8.84 5.93 -7.66
H 2.92 -0.39 -7.37
H 0.72 -5.23 3.22
H 6.36 5.77 -7.51
C 3.55 5.44 4.37
N 1.00 4.25 -2.98
C 5.46 3.92 -2.41
O 6.75 -2.96 -6.43
O -8.22 0.50 -2.16
N 0.91 -0.55 -4.36
H -0.35 -2.56 6.95
C 5.52 -2.45 -3.93
C -2.45 -6.24 3.23
C -5.81 -0.99 3.55
H -5.31 -4.95 -1.61
C -4.38 1.42 -0.96
C -0.57 -0.28 -6.26
C 0.46 5.13 -1.93
H 6.09 1.93 -9.03
H -4.35 1.86 4.75
O 1.72 -2.33 3.98
C 6.12 0.26 -3.40
N 4.37 5.46 2.06
H 3.50 -1.89 -3.81
C -1.46 -4.44 -3.65
H 4.45 -1.72 4.56
O -8.38 -0.31 0.26
O 8.45 -1.79 -7.04
C -3.37 3.55 4.05
H -10.61 1.30 0.19
C -2.20 -5.48 -1.61
C 1.37 5.63 -1.05
N 4.90 3.74 -6.49
H -0.73 7.88 0.33
O -3.56 -1.57 -4.32
O 4.45 3.12 -5.56
C -1.52 -6.60 5.38
N -2.07 5.42 3.28
C -0.90 5.43 -1.93
H 0.95 2.21 -4.49
O 1.57 -5.53 -0.27
C 9.07 3.99 -6.82
H -5.60 -0.20 -1.28
C 0.95 6.65 -0.23
H 10.60 -2.08 3.12
H -1.17 -5.31 1.72
C -0.99 1.87 -7.19
O -3.34 -6.19 1.15
C -6.07 -2.09 5.67
C -1.22 0.53 -7.21
H -1.46 3.70 1.35
H 4.74 2.04 4.72
C 2.43 1.20 7.13
O 1.64 0.01 -3.55
C -5.76 -3.45 3.63
C -5.98 -0.92 4.93
C -1.62 -1.16 4.82
C 2.06 4.65 2.60
O -8.94 -7.06 -0.91
C 0.04 -5.02 -1.91
H -5.71 -4.22 5.54
H 7.73 0.31 -8.32
C 8.32 5.08 -7.22
H -5.86 -7.24 -2.80
C 3.68 1.62 6.62
O 4.06 5.40 0.89
H 2.28 0.04 -1.00
O -5.82 -3.19 0.83
H -0.66 -1.14 5.38
O -4.73 -6.54 2.81
C -8.57 -2.05 -1.73
H -9.11 -2.04 -2.69
C -7.74 -6.92 1.42
S 0.76 1.19 0.39
H 2.18 -3.78 1.70
H -0.21 3.52 -6.14
C 5.22 3.35 -1.19
C -3.99 -0.05 -2.76
H -3.57 -7.04 4.91
C -6.31 -5.35 -1.87
H 4.69 -2.19 -6.77
S -8.21 -6.11 -0.11
H 0.33 3.63 3.10
C -2.57 1.91 -2.62
H -2.40 -1.86 3.03
S 2.67 -3.14 4.91
C -5.68 -2.21 2.95
C -1.46 -1.48 3.37
C -3.82 2.26 3.89
C -0.94 -5.57 -1.11
H 2.52 5.64 6.30
H -2.42 -1.08 -0.38
O 9.25 -1.16 -3.29
N 2.28 0.92 8.54
C 2.49 5.25 5.29
S -8.76 -0.41 -1.15
H 1.97 4.56 1.49
C -2.45 -4.91 -2.84
H 0.63 0.99 4.31
H 6.33 1.34 -3.31
C -2.53 4.09 3.15
O -4.95 -1.28 1.00
H -3.64 0.46 2.77
H 6.92 4.78 -3.67
O -6.73 -6.02 -0.65
H -1.74 -2.28 -1.53
H -1.55 -4.20 -4.71
O 1.88 -3.57 6.01
H -6.06 -2.04 6.77
C 0.23 0.31 -5.30
H 6.84 1.76 -5.75
H 2.84 0.16 0.67
H 3.61 1.59 -8.55
C -6.36 -6.29 -3.06
H -1.76 2.47 -2.95
*
```


| no. | largest force on an atom (eV/A) | total energy (Eh) |
| --- | --- | --- |
| 1 | 1.0 | -3253.2426 |
| 2 | 0.2 | -2589.0873 |
| 3 | 0.3 | -4874.6650 |
| 4 | 10.9 | -3430.9891 |
| 5 | 3.7 | -10266.6856 |